(1)
Computed, not measured: a molecular structure, C43H62FN2O3SSi5TeTl, with ωB97M-V/def2-TZVPD.

Calculated values
DFT total energy = -4397.2867 Ha
Relative energy (zero: lowest compared OMol25 entry of this formula, charge and spin) = 0.0 kcal/mol
Total charge = -2

Atoms and positions in Å:
Tl: 0.391 -1.531 0.168
N: -1.667 -3.007 1.347
C: -1.213 -4.314 1.121
C: -0.937 -5.151 2.204
C: -0.468 -6.438 2.020
C: -0.280 -6.923 0.732
C: -0.531 -6.086 -0.343
C: -0.971 -4.770 -0.181
C: -1.075 -3.911 -1.398
C: -1.716 -4.451 -2.519
C: -1.714 -3.797 -3.742
C: -1.043 -2.591 -3.864
C: -0.422 -2.042 -2.752
C: -0.449 -2.663 -1.507
H: -1.863 -2.840 2.326
H: -2.499 -2.728 0.828
H: -1.110 -4.774 3.206
H: -0.257 -7.061 2.881
H: 0.084 -7.929 0.563
H: -0.324 -6.441 -1.345
H: -2.233 -5.398 -2.425
H: -2.229 -4.235 -4.589
H: -1.010 -2.070 -4.815
H: 0.119 -1.107 -2.856
C: -0.650 3.705 0.558
Si: 0.995 3.926 -0.327
C: 0.975 5.681 -1.046
C: 2.427 3.872 0.889
Si: 1.287 2.341 -2.035
Te: 2.453 0.257 -1.347
Si: -0.824 2.052 -3.006
C: -1.634 3.735 -3.327
C: -1.981 1.099 -1.882
C: -0.663 1.218 -4.693
Si: 2.699 3.266 -3.652
C: 3.179 1.969 -4.928
C: 1.932 4.717 -4.599
C: 4.283 3.882 -2.832
H: -0.722 4.377 1.419
H: -0.794 2.686 0.920
H: -1.473 3.942 -0.122
H: 0.809 6.414 -0.250
H: 0.177 5.799 -1.783
H: 1.923 5.921 -1.533
H: 2.256 4.563 1.720
H: 3.357 4.154 0.388
H: 2.563 2.866 1.291
H: -1.847 4.255 -2.390
H: -2.582 3.604 -3.857
H: -0.994 4.385 -3.930
H: -2.051 1.588 -0.906
H: -1.652 0.076 -1.703
H: -2.986 1.049 -2.313
H: 0.048 0.390 -4.660
H: -0.302 1.937 -5.433
H: -1.627 0.829 -5.034
H: 2.313 1.661 -5.519
H: 3.568 1.082 -4.426
H: 3.942 2.353 -5.612
H: 1.076 4.383 -5.190
H: 2.663 5.154 -5.287
H: 1.587 5.503 -3.924
H: 4.728 3.076 -2.244
H: 4.080 4.716 -2.155
H: 5.014 4.215 -3.575
C: 3.476 -5.179 1.513
Si: 3.214 -3.612 0.494
C: 2.666 -4.099 -1.226
C: 4.934 -2.844 0.299
N: 2.031 -2.622 1.244
C: 2.244 -2.182 2.550
C: 3.337 -1.382 2.921
C: 3.481 -0.913 4.219
C: 2.532 -1.204 5.189
C: 1.429 -1.972 4.836
C: 1.291 -2.454 3.546
H: 4.253 -5.819 1.085
H: 2.546 -5.752 1.567
H: 3.772 -4.919 2.534
H: 3.435 -4.707 -1.711
H: 2.481 -3.224 -1.854
H: 1.747 -4.686 -1.181
H: 5.572 -3.528 -0.271
H: 5.414 -2.673 1.265
H: 4.887 -1.893 -0.238
H: 4.040 -1.084 2.154
H: 4.332 -0.288 4.466
H: 2.637 -0.821 6.197
H: 0.663 -2.190 5.573
H: 0.427 -3.046 3.264
F: -0.956 2.782 4.577
C: -0.682 1.862 3.607
C: -1.711 1.089 3.119
C: -1.425 0.152 2.129
C: -0.139 0.016 1.612
C: 0.868 0.830 2.135
C: 0.613 1.749 3.145
H: -2.715 1.213 3.498
H: -2.243 -0.451 1.749
H: 1.877 0.742 1.746
H: 1.394 2.374 3.559
C: -4.088 4.534 2.335
C: -4.504 3.109 2.086
C: -4.225 2.484 0.874
C: -4.518 1.144 0.679
C: -5.096 0.404 1.698
C: -5.406 1.016 2.902
C: -5.118 2.362 3.087
S: -5.408 -1.337 1.431
O: -6.602 -1.378 0.604
O: -5.566 -1.895 2.767
O: -4.208 -1.800 0.731
H: -3.756 5.014 1.414
H: -3.255 4.566 3.042
H: -4.904 5.125 2.759
H: -3.745 3.046 0.079
H: -4.266 0.650 -0.250
H: -5.848 0.420 3.689
H: -5.338 2.833 4.040


(2)
Computed, not measured: 6 unconnected molecules or ions with the total composition C43H65F3N3O12PS, with ωB97M-V/def2-TZVPD.

Calculated values
DFT total energy = -3783.6815 Ha
Structure (SMILES) = O=CCN1C(=O)c2c(CCC(F)=C(F)F)cc(CCCCCCCSc3nnco3)c(P(=O)(O)O)c2C1=O.C1CCOC1.C1CCOC1.C1CCOC1.C1CCOC1.C1CCOC1
Total charge = 0

Atoms and positions in Å:
O: 0.883 -0.039 6.649
C: 1.429 0.991 6.376
C: 0.667 2.299 6.430
N: 0.673 3.047 5.163
C: -0.549 3.291 4.521
O: -1.492 3.861 4.977
C: -0.378 2.751 3.136
C: -1.335 2.543 2.152
C: -2.800 2.835 2.311
C: -3.497 2.047 3.438
C: -4.958 2.433 3.419
F: -5.339 3.143 2.324
C: -5.882 2.224 4.373
F: -6.624 3.216 4.851
F: -6.210 1.067 4.904
C: -0.874 2.027 0.941
C: 0.467 1.756 0.674
C: 0.781 1.171 -0.683
C: 1.180 -0.316 -0.502
C: 0.649 -1.279 -1.574
C: 0.632 -2.694 -0.979
C: -0.727 -3.079 -0.371
C: -0.847 -2.550 1.083
C: -1.686 -3.432 1.990
S: -1.670 -2.768 3.702
C: 0.022 -2.667 4.095
N: 0.696 -3.621 4.665
N: 1.958 -3.150 4.815
C: 2.019 -1.940 4.359
O: 0.795 -1.593 3.878
C: 1.442 2.010 1.674
P: 3.211 1.703 1.377
O: 3.620 0.350 1.766
O: 3.516 1.927 -0.174
O: 4.105 2.823 2.053
C: 0.969 2.488 2.902
C: 1.682 2.830 4.196
O: 2.838 2.965 4.446
H: 2.498 0.969 6.119
H: -0.347 2.052 6.724
H: 1.137 2.918 7.198
H: -3.279 2.537 1.382
H: -2.994 3.895 2.464
H: -3.420 0.975 3.224
H: -3.084 2.237 4.419
H: -1.628 1.855 0.183
H: -0.146 1.177 -1.254
H: 1.492 1.756 -1.254
H: 2.255 -0.482 -0.425
H: 0.766 -0.626 0.455
H: -0.302 -0.975 -2.012
H: 1.389 -1.301 -2.374
H: 0.908 -3.447 -1.716
H: 1.414 -2.725 -0.218
H: -0.800 -4.166 -0.349
H: -1.502 -2.616 -0.980
H: 0.158 -2.449 1.484
H: -1.329 -1.572 1.036
H: -2.729 -3.400 1.687
H: -1.316 -4.452 2.037
H: 2.899 -1.329 4.353
H: 3.402 1.092 -0.642
H: 3.641 3.669 1.967
C: -1.896 -7.572 -3.650
C: -0.685 -6.709 -3.992
C: -0.509 -5.905 -2.712
O: -0.966 -6.736 -1.642
C: -1.660 -7.866 -2.174
H: -1.979 -8.474 -4.253
H: -2.814 -6.992 -3.775
H: 0.189 -7.343 -4.161
H: -0.824 -6.081 -4.871
H: -1.122 -4.997 -2.725
H: 0.528 -5.620 -2.533
H: -1.027 -8.751 -2.043
H: -2.585 -8.018 -1.618
C: 3.813 -0.947 -5.504
C: 4.197 -2.336 -6.007
C: 3.773 -3.218 -4.840
O: 2.652 -2.570 -4.229
C: 2.530 -1.244 -4.743
H: 3.676 -0.212 -6.296
H: 4.579 -0.574 -4.820
H: 3.614 -2.584 -6.897
H: 5.253 -2.439 -6.254
H: 4.570 -3.301 -4.094
H: 3.484 -4.222 -5.150
H: 1.659 -1.214 -5.407
H: 2.362 -0.549 -3.920
C: -6.522 4.957 -2.087
C: -5.840 5.799 -1.012
C: -4.933 4.774 -0.344
O: -4.574 3.825 -1.356
C: -5.396 4.021 -2.505
H: -6.921 5.540 -2.916
H: -7.342 4.383 -1.649
H: -5.239 6.582 -1.481
H: -6.531 6.272 -0.316
H: -5.448 4.232 0.449
H: -4.027 5.221 0.071
H: -4.778 4.472 -3.290
H: -5.761 3.059 -2.864
C: 5.051 -3.970 2.663
C: 5.223 -2.461 2.809
C: 6.056 -2.118 1.590
O: 5.697 -3.061 0.573
C: 4.923 -4.115 1.153
H: 4.195 -4.370 3.204
H: 5.948 -4.483 3.017
H: 4.252 -1.969 2.743
H: 5.697 -2.161 3.744
H: 7.127 -2.227 1.795
H: 5.872 -1.105 1.230
H: 3.882 -3.993 0.831
H: 5.287 -5.076 0.786
C: -2.036 5.875 -3.591
C: -0.666 6.344 -3.111
C: -0.211 5.158 -2.270
O: -0.802 3.995 -2.853
C: -1.795 4.388 -3.805
H: -2.385 6.381 -4.490
H: -2.779 6.025 -2.803
H: 0.003 6.478 -3.965
H: -0.691 7.276 -2.549
H: -0.569 5.244 -1.237
H: 0.874 5.042 -2.252
H: -1.405 4.187 -4.808
H: -2.694 3.790 -3.657


(3)
Computed, not measured: 3 unconnected molecules or ions with the total composition C43H67B2BrN3O7, with ωB97M-V/def2-TZVPD.

Calculated values
DFT total energy = -4993.2919 Ha
Relative energy (zero: lowest compared OMol25 entry of this formula, charge and spin) = 0.0 kcal/mol
Total charge = +1

Atoms and positions in Å:
C: 6.370 -0.494 2.195
O: 5.081 -0.116 2.708
B: 4.066 -0.082 1.789
O: 3.232 0.980 1.796
C: 3.842 -1.279 0.732
C: 3.852 -0.966 -0.618
C: 4.036 0.447 -1.109
C: 5.475 0.795 -1.458
C: 6.448 -0.190 -1.650
C: 7.748 0.144 -2.004
C: 8.119 1.472 -2.179
C: 7.161 2.457 -1.974
C: 5.850 2.138 -1.623
C: 4.865 3.273 -1.453
C: 3.694 -2.001 -1.552
C: 3.737 -1.708 -3.027
O: 4.668 -2.024 -3.673
O: 2.728 -0.990 -3.596
Br: 1.055 -1.594 -3.153
C: 3.509 -3.309 -1.123
B: 3.360 -4.496 -2.197
C: 1.971 -5.190 -2.492
O: 4.517 -4.885 -2.797
C: 3.488 -3.567 0.250
C: 3.274 -4.979 0.688
C: 4.534 -5.874 0.538
C: 5.809 -5.328 1.173
C: 6.581 -4.353 0.272
N: 8.056 -4.471 0.499
C: 8.577 -3.238 0.959
C: 9.426 -2.399 0.044
O: 8.352 -2.860 2.076
N: 3.666 -2.566 1.137
C: 3.680 -2.830 2.583
C: 2.321 -2.566 3.279
C: 1.203 -2.305 2.292
O: 0.828 -3.186 1.564
N: 0.725 -1.001 2.255
C: -0.284 -0.745 1.240
C: 0.109 -0.009 0.129
C: -0.813 0.301 -0.870
C: -2.125 -0.132 -0.739
C: -2.500 -0.884 0.371
C: -1.589 -1.203 1.368
H: 7.120 -0.365 2.963
H: 6.385 -1.550 1.925
H: 6.635 0.089 1.315
H: 3.450 1.523 2.566
H: 3.467 0.524 -2.037
H: 3.607 1.180 -0.443
H: 6.208 -1.238 -1.543
H: 8.493 -0.618 -2.180
H: 9.125 1.716 -2.477
H: 7.455 3.486 -2.122
H: 5.009 3.709 -0.464
H: 3.834 2.954 -1.535
H: 5.060 4.050 -2.183
H: 1.293 -5.022 -1.663
H: 2.111 -6.255 -2.653
H: 1.558 -4.745 -3.397
H: 4.341 -5.175 -3.702
H: 2.930 -5.042 1.713
H: 2.478 -5.440 0.118
H: 4.670 -6.112 -0.516
H: 4.286 -6.810 1.034
H: 5.588 -4.888 2.141
H: 6.468 -6.168 1.380
H: 6.332 -4.542 -0.769
H: 6.284 -3.338 0.539
H: 8.469 -4.613 -0.416
H: 10.363 -2.178 0.546
H: 8.930 -1.459 -0.180
H: 9.672 -2.896 -0.893
H: 4.499 -2.292 3.040
H: 3.899 -3.866 2.765
H: 2.386 -1.803 4.049
H: 2.035 -3.484 3.785
H: 0.384 -0.735 3.175
H: 1.130 0.325 0.048
H: -0.469 0.887 -1.709
H: -2.857 0.112 -1.493
H: -3.519 -1.231 0.468
H: -1.878 -1.796 2.222
C: -9.521 1.430 1.691
C: -8.406 1.230 0.669
C: -7.254 0.371 1.185
C: -6.509 0.952 2.388
C: -5.918 2.343 2.166
C: -4.867 2.383 1.061
H: -9.167 1.956 2.579
H: -10.332 2.021 1.264
H: -9.937 0.471 2.006
H: -8.034 2.204 0.338
H: -8.827 0.748 -0.218
H: -6.548 0.199 0.366
H: -7.640 -0.616 1.459
H: -5.703 0.263 2.663
H: -7.179 0.987 3.251
H: -5.459 2.676 3.101
H: -6.711 3.063 1.944
H: -4.047 1.696 1.283
H: -4.449 3.386 0.964
H: -5.289 2.109 0.092
C: -12.089 5.245 -1.514
C: -10.770 5.022 -2.249
C: -9.633 4.577 -1.332
C: -9.245 5.580 -0.244
C: -8.832 6.959 -0.755
C: -7.592 6.929 -1.644
H: -12.010 6.041 -0.773
H: -12.877 5.526 -2.214
H: -12.407 4.334 -1.002
H: -10.491 5.933 -2.786
H: -10.919 4.253 -3.011
H: -8.756 4.349 -1.945
H: -9.914 3.636 -0.847
H: -8.420 5.156 0.339
H: -10.076 5.697 0.457
H: -8.630 7.600 0.107
H: -9.659 7.426 -1.295
H: -6.741 6.499 -1.110
H: -7.316 7.938 -1.954
H: -7.757 6.342 -2.549


| no. | HOMO energy (eV) | LUMO (eV) |
| --- | --- | --- |
| 1 | -2.536 | 3.924 |
| 2 | -8.774 | -0.755 |
| 3 | -11.404 | -3.660 |